Here is a single CH2N2O2S molecule from OMol25. Energies are from the ωB97M-V functional and the def2-TZVPD basis.

Structure (ORCA input):
```
! wB97M-V def2-TZVPD RIJCOSX def2/J DEFGRID3
* xyz 0 1
C 0.10 0.01 -0.81
N -1.21 0.39 -0.54
N 0.91 -0.22 0.20
O -0.80 0.92 1.48
O -1.68 0.50 0.63
S 0.57 -0.74 -2.20
H 0.59 0.17 1.08
H 1.52 -1.03 0.16
*
```

HOMO level (alpha / beta): -0.3362 / -0.3361 hartree
Kohn-Sham gap (alpha / beta): 6.1 / 6.1 eV